Record 1
This record from the Open Molecules 2025 dataset describes 2 unconnected molecules or ions with the total composition C5H11O in a non-equilibrium geometry. The level of theory is wB97M-V/def2-TZVPD.

Structure (ORCA input):
```
! wB97M-V def2-TZVPD RIJCOSX def2/J DEFGRID3
* xyz -2 2
C -0.55 0.66 -1.39
C -0.75 -0.61 -0.65
C -1.19 -0.66 0.63
C -0.39 -1.88 -1.38
H 0.44 0.64 -1.85
H -0.50 1.49 -0.66
H -1.31 0.80 -2.18
H -1.33 -1.64 1.14
H -1.30 0.28 1.21
H -0.49 -2.75 -0.72
H 0.65 -1.84 -1.74
H -1.02 -2.01 -2.27
C 1.57 1.08 1.89
O 0.93 1.31 0.71
H 0.92 0.56 2.67
H 2.47 0.44 1.79
H 1.93 2.02 2.41
*
```

- max |F| (eV/Å) = 1.95
- E_HOMO (spin up / spin down) (eV) = 4.34 / 0.52
- total energy (eV) = -7404.9270
- E_LUMO (spin up / spin down) (eV) = 7.1 / 7.0


Record 2
This record from the Open Molecules 2025 dataset describes a single C12H10O2 molecule in a non-equilibrium geometry. The level of theory is wB97M-V/def2-TZVPD.

Structure (ORCA input):
```
! wB97M-V def2-TZVPD RIJCOSX def2/J DEFGRID3
* xyz 0 1
O 1.26 -2.08 0.72
C 1.49 -0.81 1.04
C 2.25 -0.37 2.14
C 2.68 0.99 2.21
C 2.45 1.80 1.13
C 1.69 1.37 0.05
C 1.23 0.10 -0.02
O 0.66 -0.53 -1.07
C -0.69 -0.48 -1.13
C -1.24 -0.58 -2.37
C -2.59 -0.25 -2.55
C -3.47 -0.08 -1.45
C -2.93 -0.20 -0.17
C -1.55 -0.38 -0.03
H 1.23 -2.61 1.54
H 2.55 -0.99 2.95
H 3.43 1.16 2.97
H 2.75 2.85 1.24
H 1.36 2.02 -0.81
H -0.54 -0.65 -3.20
H -2.87 0.08 -3.54
H -4.52 0.19 -1.59
H -3.38 -0.17 0.81
H -1.24 -0.39 1.12
*
```

- max |F| (eV/Å) = 3.23
- E_HOMO (eV) = -8.60
- total energy (eV) = -16699.4754
- E_LUMO (eV) = 0.7
- SMILES string = Oc1ccccc1Oc1ccccc1


Record 3
This record from the Open Molecules 2025 dataset describes a single C5H9NO molecule in a non-equilibrium geometry. The level of theory is wB97M-V/def2-TZVPD.

Structure (ORCA input):
```
! wB97M-V def2-TZVPD RIJCOSX def2/J DEFGRID3
* xyz 0 1
C 1.48 0.42 0.39
C 1.01 -0.20 -0.86
N 0.55 -1.55 -0.82
C -0.59 -0.69 -0.82
C -1.31 -0.36 0.43
C -0.96 1.29 0.94
O -1.05 2.22 0.18
H 1.84 -0.28 1.15
H 2.08 1.33 0.28
H 0.41 0.80 0.89
H 1.19 0.32 -1.80
H 0.67 -2.01 -1.72
H -1.10 -0.44 -1.75
H -1.07 -1.02 1.27
H -2.38 -0.20 0.30
H -1.21 1.41 2.02
*
```

- max |F| (eV/Å) = 3.11
- E_HOMO (eV) = -8.84
- total energy (eV) = -8864.9711
- E_LUMO (eV) = 0.8
- SMILES string = C[C@H]1N[C@H]1CC=O


Record 4
This record from the Open Molecules 2025 dataset describes a molecular structure, C18H18BCrF3N2O10 in a non-equilibrium geometry. The level of theory is wB97M-V/def2-TZVPD.

Structure (ORCA input):
```
! wB97M-V def2-TZVPD RIJCOSX def2/J DEFGRID3
* xyz -1 4
Cr -2.08 0.66 -1.58
N -2.88 -1.91 -1.63
O -1.83 -1.38 -2.08
O -3.35 -3.01 -1.86
O -3.47 -1.10 -0.87
N -2.96 2.57 0.30
O -3.73 1.67 -0.08
O -1.90 2.59 -0.38
O -3.18 3.29 1.26
C 1.07 0.97 -2.32
O 1.29 -0.43 -2.31
O -0.26 1.17 -2.35
C 1.90 1.60 -1.16
F 2.11 2.91 -1.32
F 1.32 1.44 0.06
F 3.09 0.96 -1.07
C 1.92 -1.07 -3.42
C 3.42 -0.86 -3.45
H 3.65 0.06 -3.99
H 3.92 -0.99 -2.49
H 3.84 -1.63 -4.11
H 1.38 -0.83 -4.34
H 1.65 -2.11 -3.18
H 1.51 1.40 -3.23
B -3.28 1.34 -3.16
H -2.69 2.13 -2.60
H -3.87 1.89 -3.97
H -2.51 0.60 -3.56
H -3.90 0.76 -2.41
C -1.52 1.47 5.06
C -2.43 1.41 3.99
C -2.06 0.77 2.83
C -0.80 0.18 2.68
C 0.07 0.15 3.79
C -0.34 0.77 4.99
C 1.41 -0.49 3.70
O 2.16 -0.51 4.64
C 1.71 -1.14 2.38
C 2.84 -1.95 2.32
C 3.22 -2.55 1.12
C 2.27 -2.63 0.09
C 1.11 -1.87 0.19
C 0.86 -1.08 1.29
C -0.37 -0.25 1.33
O -1.02 0.01 0.34
H -1.85 2.01 5.94
H -3.37 1.95 3.95
H -2.77 0.73 2.01
H 0.38 0.85 5.79
H 3.48 -2.07 3.18
H 4.08 -3.19 1.01
H 2.35 -3.40 -0.67
H 0.39 -1.85 -0.62
*
```

- max |F| (eV/Å) = 3.54
- E_HOMO (spin up / spin down) (eV) = -6.68 / -6.76
- total energy (eV) = -79658.2751
- E_LUMO (spin up / spin down) (eV) = 1.0 / 1.0